#one
DFT (wB97M-V/def2-TZVPD) results for C5H7N3OS in the gas phase.

Computed properties:
2S+1	1
gap between HOMO and LUMO	9.5	eV

The geometry in XYZ format:
```
17
C5H7N3OS, DFT wB97M-V/def2-TZVPD
C 2.239 -2.574 -1.055
C 1.641 -1.138 -0.779
O 1.907 -0.190 -1.367
N 0.704 -1.306 0.239
C -0.427 -0.366 0.418
N -1.404 -0.489 1.207
N -2.088 0.671 1.109
C -1.392 1.713 0.549
C -2.016 3.166 0.524
S -0.182 1.214 -0.300
H 2.831 -2.794 -1.941
H 1.107 -3.062 -1.123
H 2.830 -2.940 -0.189
H 0.846 -2.110 0.985
H -1.421 3.704 1.240
H -3.123 2.772 0.951
H -2.050 3.730 -0.468
```

#two
DFT (wB97M-V/def2-TZVPD) results for C5H7N3OS in the gas phase.

Computed properties:
2S+1	1
gap between HOMO and LUMO	8.5	eV

The geometry in XYZ format:
```
17
C5H7N3OS, DFT wB97M-V/def2-TZVPD
C -2.435 0.957 -0.720
O -1.099 0.371 -0.962
C -0.329 0.596 0.146
S -0.812 -0.560 1.607
N 0.682 -1.376 1.837
C 1.489 -1.004 0.752
C 2.848 -1.162 0.383
N 3.056 -0.279 -0.601
N 1.922 0.379 -0.961
C 0.998 0.027 -0.119
H -2.944 0.989 -1.563
H -2.207 1.932 -0.079
H -2.848 0.288 0.145
H -0.403 1.627 0.474
H 0.441 -2.279 2.021
H 3.461 -1.941 0.792
H 3.808 -0.408 -1.269
```

Need the numbers? Relative energies in kJ/mol: #one 0.0; #two 12.5.

#one
DFT (wB97M-V/def2-TZVPD) results for a gas-phase ion, C3H8N (charge +1).

Computed properties:
2S+1	1
gap between HOMO and LUMO	11.2	eV
net charge	+1

The geometry in XYZ format:
```
12
C3H8N, DFT wB97M-V/def2-TZVPD
C 1.107 -1.440 -0.806
C 0.635 -0.134 -0.288
C -0.566 0.065 0.227
N -1.053 1.342 0.770
H 0.483 -2.311 -0.593
H 1.173 -1.430 -1.895
H 2.080 -1.668 -0.369
H 1.287 0.705 -0.529
H -1.240 -0.762 0.396
H -2.058 1.328 0.900
H -0.580 1.552 1.644
H -0.781 2.113 0.164
```

#two
DFT (wB97M-V/def2-TZVPD) results for a gas-phase ion, C3H8N (charge +1).

Computed properties:
2S+1	1
gap between HOMO and LUMO	11.3	eV
net charge	+1

The geometry in XYZ format:
```
12
C3H8N, DFT wB97M-V/def2-TZVPD
C 1.259 1.361 0.579
C 0.559 0.212 -0.051
C -0.730 -0.059 0.089
N -1.199 -1.316 -0.651
H 1.739 2.114 -0.043
H 2.108 1.033 1.190
H 0.499 1.873 1.176
H 1.266 -0.364 -0.649
H -1.431 0.070 0.897
H -0.702 -2.185 -0.434
H -1.176 -1.341 -1.678
H -2.192 -1.399 -0.426
```

Need the numbers? Relative energies in kJ/mol: #one 0.0; #two 44.2.

#one
DFT (wB97M-V/def2-TZVPD) results for a molecular structure, C36H31BrF5N4OP2Sn.

Computed properties:
2S+1	1
gap between HOMO and LUMO	6.7	eV
net charge	+3

The geometry in XYZ format:
```
81
C36H31BrF5N4OP2Sn, DFT wB97M-V/def2-TZVPD
Sn 0.205 0.282 -0.915
O 3.704 0.640 -1.366
C 3.673 1.713 -1.037
C 3.683 3.061 -0.712
C 4.941 3.687 -0.858
C 5.034 5.040 -0.613
C 3.892 5.743 -0.247
C 2.654 5.109 -0.114
C 2.510 3.751 -0.327
P 0.827 3.006 -0.116
C -0.172 4.193 -1.044
C -0.977 5.147 -0.423
C -1.729 6.019 -1.199
C -1.673 5.946 -2.584
C -0.867 4.999 -3.206
C -0.123 4.119 -2.439
C 0.474 3.220 1.640
C 1.431 3.601 2.577
C 1.101 3.645 3.926
C -0.177 3.307 4.342
C -1.135 2.919 3.411
C -0.810 2.866 2.067
H 5.807 3.112 -1.160
H 5.984 5.544 -0.715
H 3.958 6.807 -0.060
H 1.789 5.698 0.163
H -1.021 5.210 0.657
H -2.353 6.762 -0.720
H -2.257 6.632 -3.184
H -0.823 4.946 -4.286
H 0.496 3.373 -2.929
H 2.440 3.854 2.278
H 1.848 3.943 4.649
H -0.431 3.347 5.393
H -2.134 2.658 3.735
H -1.561 2.550 1.350
Br -6.637 0.841 -1.671
C -4.798 0.763 -1.405
C -4.169 -0.456 -1.177
C -2.808 -0.467 -0.977
N -2.058 0.648 -0.985
C -2.670 1.818 -1.236
C -4.028 1.920 -1.441
H -4.731 -1.378 -1.154
H -2.290 -1.402 -0.800
H -2.048 2.700 -1.274
H -4.476 2.885 -1.631
C 0.634 -7.562 0.000
N 1.048 -7.184 -1.434
C -0.121 -7.536 -2.371
N -1.310 -6.890 -1.948
C -1.642 -7.273 -0.577
N -0.576 -6.915 0.357
C -0.430 -5.467 0.512
P 0.007 -4.589 -1.073
C 1.411 -5.730 -1.533
C -1.271 -5.438 -2.131
H 1.456 -7.278 0.655
H 0.513 -8.645 0.001
H 1.857 -7.749 -1.699
H -0.228 -8.620 -2.325
H 0.171 -7.233 -3.376
H -1.798 -8.352 -0.539
H -2.565 -6.781 -0.277
H 0.332 -5.259 1.266
H -1.368 -5.060 0.894
H 2.264 -5.555 -0.876
H 1.729 -5.535 -2.558
H -1.086 -5.210 -3.182
H -2.255 -5.031 -1.890
F 2.440 0.870 1.170
C 1.442 0.282 1.902
C 0.303 -0.141 1.248
C -0.640 -0.751 2.055
F -1.773 -1.239 1.514
C -0.491 -0.889 3.424
F -1.432 -1.471 4.150
C 0.658 -0.406 4.035
F 0.814 -0.514 5.339
C 1.648 0.185 3.262
F 2.758 0.645 3.823
```

#two
DFT (wB97M-V/def2-TZVPD) results for a molecular structure, C36H31BrF5N4OP2Sn.

Computed properties:
2S+1	1
gap between HOMO and LUMO	6.9	eV
net charge	+3

The geometry in XYZ format:
```
81
C36H31BrF5N4OP2Sn, DFT wB97M-V/def2-TZVPD
Sn 0.177 -0.540 0.065
O -1.196 0.849 -1.606
C -1.618 1.937 -1.954
C -2.490 2.419 -3.005
C -3.299 1.870 -3.995
C -3.938 2.762 -4.841
C -3.766 4.144 -4.708
C -2.970 4.706 -3.709
C -2.344 3.824 -2.860
P -1.224 3.701 -1.431
C -1.880 4.122 0.171
C -1.760 5.422 0.671
C -2.375 5.736 1.870
C -3.100 4.773 2.559
C -3.199 3.476 2.070
C -2.594 3.146 0.870
C 0.485 4.116 -1.700
C 1.308 4.413 -0.610
C 2.646 4.687 -0.838
C 3.154 4.659 -2.131
C 2.334 4.345 -3.210
C 0.994 4.076 -3.001
H -3.427 0.801 -4.102
H -4.585 2.383 -5.620
H -4.271 4.799 -5.406
H -2.877 5.779 -3.618
H -1.201 6.174 0.127
H -2.291 6.739 2.268
H -3.597 5.031 3.485
H -3.747 2.720 2.615
H -2.678 2.140 0.479
H 0.902 4.425 0.395
H 3.291 4.945 -0.009
H 4.198 4.884 -2.303
H 2.735 4.326 -4.214
H 0.345 3.846 -3.838
Br -0.947 -7.467 -2.269
C -0.539 -5.734 -1.674
C 0.635 -5.109 -2.076
C 0.902 -3.844 -1.590
N 0.088 -3.194 -0.750
C -1.048 -3.799 -0.390
C -1.407 -5.060 -0.819
H 1.321 -5.596 -2.755
H 1.805 -3.318 -1.882
H -1.696 -3.236 0.279
H -2.338 -5.509 -0.502
C 3.622 -4.107 3.401
N 2.213 -4.170 4.016
C 2.212 -3.284 5.274
N 2.627 -1.967 4.950
C 3.967 -1.967 4.368
N 3.993 -2.763 3.142
C 3.259 -2.146 2.049
P 1.439 -1.962 2.453
C 1.177 -3.727 3.037
C 1.666 -1.219 4.156
H 3.609 -4.701 2.488
H 4.304 -4.559 4.121
H 2.021 -5.135 4.294
H 2.899 -3.742 5.986
H 1.203 -3.294 5.688
H 4.674 -2.388 5.083
H 4.266 -0.944 4.146
H 3.378 -2.740 1.139
H 3.676 -1.158 1.844
H 1.194 -4.396 2.176
H 0.194 -3.796 3.506
H 0.702 -1.185 4.666
H 2.016 -0.191 4.041
F -0.928 0.872 2.509
C 0.256 1.546 2.401
C 1.100 1.149 1.384
C 2.316 1.802 1.325
F 3.191 1.446 0.361
C 2.677 2.805 2.210
F 3.852 3.410 2.119
C 1.775 3.189 3.198
F 2.088 4.153 4.037
C 0.543 2.550 3.302
F -0.322 2.902 4.244
```

Need the numbers? Relative energies in kJ/mol: #one 0.0; #two 83.6.

#one
DFT (wB97M-V/def2-TZVPD) results for 2 unconnected molecules or ions with the total composition C3H3IS.

Computed properties:
2S+1	1
gap between HOMO and LUMO (spin up / spin down)	3.2 / 3.1	eV

The geometry in XYZ format:
```
8
C3H3IS, DFT wB97M-V/def2-TZVPD
C -0.285 -1.752 -1.632
C 0.042 -0.830 -2.307
C 0.153 1.088 0.840
S 1.825 1.015 1.550
I -1.423 -2.899 -0.367
H -0.062 0.117 0.400
H 0.217 1.729 -0.087
H -0.468 1.532 1.604
```

#two
DFT (wB97M-V/def2-TZVPD) results for C3H3IS in the gas phase.

Computed properties:
2S+1	1
gap between HOMO and LUMO	7.9	eV

The geometry in XYZ format:
```
8
C3H3IS, DFT wB97M-V/def2-TZVPD
I 1.113 0.714 -2.295
C -0.109 -0.553 -0.937
C 0.003 0.041 0.364
C 0.376 0.760 1.353
S -0.909 -0.548 1.901
H -1.105 -0.353 -1.157
H -0.067 -1.637 -1.037
H 0.697 1.576 1.807
```

#three
DFT (wB97M-V/def2-TZVPD) results for 2 unconnected molecules or ions with the total composition C3H3IS.

Computed properties:
2S+1	1
gap between HOMO and LUMO (spin up / spin down)	7.5 / 7.2	eV

The geometry in XYZ format:
```
8
C3H3IS, DFT wB97M-V/def2-TZVPD
C -0.355 -1.295 0.833
C 0.530 -0.808 0.127
C 1.493 -0.052 -0.582
S 0.502 2.229 0.271
I 3.498 -0.133 -0.021
H -1.094 -1.973 1.233
H 1.433 -0.170 -1.622
H 1.562 3.067 -0.021
```

Need the numbers? Relative energies in kJ/mol: #one 577.6; #two 0.0; #three 126.9.